No. 1
58
Properties=species:S:1:pos:R:3 method="wB97M-V/def2-TZVPD" total_charge=0 e_tot_ha=-1622.90606 largest_force_ha_per_bohr=0.0243 relative_energy_kcal_mol=59.95 lumo_ev="0.414 / -1.644" spin_multiplicity=3 mol_weight_g_mol=648.5
Au 0.04150 -0.10990 -0.78248
C -4.68390 0.74103 -1.39314
O -5.19029 0.24080 -0.15227
C -4.41717 0.03752 0.93953
C -5.07602 -0.16176 2.10648
C -4.37693 -0.27152 3.33553
C -3.00968 -0.16806 3.38572
C -2.22751 0.01182 2.23909
C -0.83724 0.23021 2.40976
N 0.08625 0.33802 1.49284
N 1.32535 0.68766 1.83115
C 2.20168 0.72833 0.84940
O 1.96008 0.50975 -0.39716
C 3.59437 1.07398 1.21920
C 4.56777 1.12949 0.22382
C 5.87868 1.43689 0.54841
C 6.22692 1.69305 1.86670
C 5.26283 1.62370 2.86387
C 3.95139 1.31638 2.54554
C -2.90167 0.06826 0.86382
O -1.83251 -0.78708 -1.24733
H -5.46102 0.53315 -2.12486
H -3.74984 0.27117 -1.69328
H -4.54578 1.82407 -1.33646
H -6.15763 -0.18819 2.09130
H -4.94227 -0.38729 4.24998
H -2.50476 -0.20857 4.34418
H -0.49432 0.32015 3.44092
H 4.27919 0.92547 -0.79833
H 6.63600 1.47216 -0.22423
H 7.24791 1.94901 2.11991
H 5.53718 1.80519 3.89520
H 3.18859 1.25542 3.30765
C -1.12349 3.23183 -0.31623
N -1.48117 1.83665 -0.15194
C -2.53783 1.48794 0.42098
C -2.38546 -1.20579 -0.06764
C -3.55234 -2.19010 -0.24501
C -3.24710 -3.33134 0.36348
C -1.89509 -3.16132 0.90710
N -1.40460 -2.00653 0.69650
C -0.24375 3.39151 -1.53071
C 1.06872 3.82655 -1.41132
C 1.86718 3.95890 -2.53877
C 1.35906 3.64939 -3.79029
C 0.05028 3.20291 -3.91454
C -0.74597 3.07177 -2.78827
H -0.56660 3.53028 0.57728
H -2.01534 3.86969 -0.38847
H -3.25086 2.23703 0.80290
H -4.43731 -1.96178 -0.81779
H -3.84384 -4.22863 0.43434
H -1.31581 -3.92693 1.41263
H 1.46923 4.06246 -0.43198
H 2.88846 4.30358 -2.43753
H 1.98065 3.75522 -4.67016
H -0.35168 2.96288 -4.89072
H -1.76690 2.71761 -2.88050

No. 2
65
Properties=species:S:1:pos:R:3 method="wB97M-V/def2-TZVPD" total_charge=-2 e_tot_ha=-4755.42202 largest_force_ha_per_bohr=0.0766 relative_energy_kcal_mol=29.15 lumo_ev="4.258 / 4.257" spin_multiplicity=4 mol_weight_g_mol=703.8
Cr -0.14372 0.58680 0.91234
O -3.54661 2.70545 2.71529
S -2.21251 2.15025 2.73325
O -1.98522 1.32479 1.49810
O -1.18468 3.09893 2.97955
C -2.33680 0.89844 4.01908
C -3.60089 0.68611 4.52690
C -3.96912 -0.32097 5.41639
C -2.97892 -1.21949 5.80898
C -1.65616 -0.97666 5.45517
C -1.37426 0.04085 4.57423
S 0.35421 0.56148 4.36760
O 1.13870 -0.61867 4.81486
O 0.56205 1.76613 5.09023
O 0.49557 0.71183 2.91580
H -4.44371 1.36721 4.28061
H -4.99088 -0.41343 5.81521
H -3.25279 -2.03786 6.45913
H -0.84633 -1.62269 5.61720
S -1.10481 -1.64146 1.16978
C -2.06808 -1.90821 -0.25129
C -2.85033 -3.13055 -0.36267
C -3.65312 -3.30394 -1.42199
C -3.77914 -2.30031 -2.38722
C -2.96236 -1.11893 -2.34758
C -2.08621 -0.95690 -1.28465
S -0.82005 0.34268 -1.29625
H -2.77621 -3.83258 0.47864
H -4.19945 -4.23253 -1.54134
H -4.42885 -2.41327 -3.23707
H -2.98307 -0.44748 -3.19656
C 3.79270 -0.97231 0.60397
C 2.79794 0.16284 0.54534
O 1.64327 -0.20989 0.71672
C 3.11252 1.54100 0.29209
C 4.50586 1.96460 0.10469
C 4.81283 3.24314 -0.20101
C 3.74614 4.22948 -0.23321
C 2.44379 3.90237 -0.06300
C 2.04507 2.54708 0.26594
O 0.84464 2.28219 0.46172
H 3.44513 -1.75182 -0.08278
H 3.65516 -1.43899 1.61115
H 4.82244 -0.69702 0.43806
H 5.26982 1.18920 0.15358
H 5.82542 3.60823 -0.43506
H 4.00361 5.31079 -0.49117
H 1.64567 4.63105 0.06783
C 1.29979 -2.54516 -2.09944
S 1.21913 -2.83842 -3.84788
O 2.61325 -2.92331 -4.31108
C 0.59782 -1.26771 -4.33993
C 1.55200 -0.27159 -4.29111
C 1.19624 1.01823 -4.67927
C -0.10210 1.29699 -5.13456
C -1.05636 0.29403 -5.12074
C -0.70696 -1.00414 -4.73666
H 2.17477 -1.84640 -1.90550
H 1.47513 -3.45235 -1.56622
H 0.39148 -2.05065 -1.74913
H 2.61076 -0.46405 -4.04580
H 1.91872 1.80758 -4.63854
H -0.39440 2.32204 -5.41534
H -2.09966 0.48455 -5.52401
H -1.41784 -1.84659 -4.67136

No. 3
61
Properties=species:S:1:pos:R:3 method="wB97M-V/def2-TZVPD" total_charge=-1 e_tot_ha=-3187.27960 largest_force_ha_per_bohr=0.0074 relative_energy_kcal_mol=0.00 lumo_ev="2.505 / 2.444" spin_multiplicity=2 mol_weight_g_mol=570.5
Mn 0.28342 0.03552 0.34957
C -0.93308 -3.07598 3.08237
C -0.58516 -1.83256 2.53335
N -0.36925 -1.66447 1.24798
C -0.46651 -2.72802 0.40119
C -0.84927 -4.00206 0.86256
C -1.06945 -4.14989 2.24927
C -1.00137 -5.05839 -0.06649
C -0.79070 -4.80035 -1.39240
C -0.38851 -3.53983 -1.86555
C -0.17670 -2.47776 -0.99216
N 0.21395 -1.20156 -1.23853
C 0.58379 -0.65210 -2.42249
C 0.95729 -1.26111 -3.61705
C 1.28363 -0.50213 -4.75377
C 1.25841 0.86590 -4.76317
C 0.95201 1.54292 -3.55871
C 0.97988 2.94818 -3.42669
C 0.74053 3.53121 -2.21361
C 0.47556 2.70818 -1.10675
N 0.43443 1.40067 -1.20347
C 0.65053 0.79561 -2.40354
H -1.08527 -3.16392 4.14954
H -0.46364 -0.95120 3.15390
H -1.34423 -5.12472 2.63575
H -1.28835 -6.04198 0.28345
H -0.92606 -5.59436 -2.11836
H -0.25674 -3.41938 -2.92702
H 1.05497 -2.33201 -3.67813
H 1.57011 -1.03698 -5.65283
H 1.50185 1.43505 -5.65201
H 1.20723 3.55105 -4.29898
H 0.76495 4.60489 -2.08662
H 0.31275 3.11681 -0.11558
C 5.21364 -0.07986 -5.00851
C 4.75350 -0.39597 -3.61129
C 4.18152 0.59456 -2.81967
C 3.70509 0.30616 -1.55049
C 3.80850 -0.98065 -1.04676
C 4.39681 -1.97385 -1.81356
C 4.86000 -1.68044 -3.08831
S 3.18499 -1.39352 0.58108
O 4.35171 -1.42131 1.44139
O 2.48613 -2.64413 0.38056
N 2.18414 -0.25264 0.98527
C 2.65585 0.81263 1.86161
C 1.49599 1.69592 2.32968
O 1.71122 2.59375 3.13023
O 0.34087 1.42835 1.80912
H 4.38395 0.30768 -5.60497
H 5.60346 -0.96803 -5.50659
H 5.99974 0.67843 -5.00719
H 4.07939 1.60032 -3.21242
H 3.23180 1.07318 -0.95180
H 4.46068 -2.97977 -1.41917
H 5.29923 -2.46656 -3.69329
H 3.38840 1.47855 1.38561
H 3.14545 0.42207 2.75539
O -1.90244 0.82847 0.66162
H -2.22785 0.03963 1.10982
H -1.37736 1.30788 1.33742

No. 4
65
Properties=species:S:1:pos:R:3 method="wB97M-V/def2-TZVPD" total_charge=-2 e_tot_ha=-2894.98849 largest_force_ha_per_bohr=0.0089 relative_energy_kcal_mol=0.00 lumo_ev=3.911 spin_multiplicity=1 mol_weight_g_mol=716.3
Sn -1.20714 0.93613 1.19468
O 0.12346 -2.19494 3.81174
C 1.12729 -1.72219 4.56492
C 1.68441 -2.59136 5.50863
C 2.73292 -2.18257 6.30873
C 3.25435 -0.89780 6.18203
C 2.70868 -0.03929 5.24425
C 1.64755 -0.42454 4.42749
C 1.08712 0.52768 3.42333
O -0.09348 0.25898 2.97927
N 1.84864 1.53617 3.10478
N 1.26080 2.35440 2.15215
C 1.91212 3.41758 1.94778
S 1.43436 4.60753 0.73246
C 2.48032 5.91151 1.43910
C 3.78873 5.27659 1.87732
S 3.40357 3.79930 2.85316
H -0.18195 -1.45134 3.23980
H 1.26775 -3.58756 5.58693
H 3.14910 -2.86987 7.03696
H 4.07569 -0.57238 6.80834
H 3.09617 0.96259 5.11348
H 1.97586 6.37688 2.28680
H 2.63408 6.66487 0.66533
H 4.36900 5.95415 2.50660
H 4.38661 4.99949 1.00810
O -3.16584 3.88382 3.13348
C -2.50093 3.16179 2.42699
O -2.24040 1.90648 2.66707
C -1.83890 3.72249 1.11859
O -2.03403 4.86213 0.75276
O -1.03905 2.87897 0.51004
C 1.58858 -4.17801 -3.95002
C 0.08658 -4.05795 -3.92944
C -0.68403 -5.04147 -4.54279
C -2.06859 -4.97215 -4.52093
C -2.68500 -3.88752 -3.92237
C -1.92876 -2.88551 -3.31409
N -2.60272 -1.81205 -2.71975
C -2.32853 -0.48023 -2.94875
C -1.68292 -0.06753 -4.11855
C -1.42384 1.27461 -4.34443
C -1.80350 2.23314 -3.41798
C -2.43899 1.82660 -2.25229
C -2.70874 0.49050 -2.00205
C -3.38823 0.08686 -0.71698
O -4.13714 -0.89154 -0.70821
O -3.16515 0.83933 0.30829
C -0.52509 -2.98092 -3.27516
C 0.29004 -1.97492 -2.51485
H 1.89969 -5.00747 -4.58690
H 1.98862 -4.35259 -2.94863
H 2.05500 -3.26361 -4.32159
H -0.19016 -5.87396 -5.03300
H -2.66297 -5.74693 -4.99105
H -3.76317 -3.78361 -3.92649
H -3.28511 -1.97622 -1.98647
H -1.38774 -0.81381 -4.84694
H -0.91812 1.57105 -5.25747
H -1.58888 3.28140 -3.58171
H -2.70802 2.55422 -1.49975
H 0.61416 -1.15429 -3.16559
H 1.18523 -2.43481 -2.09683
H -0.25838 -1.51869 -1.68748
O -0.52098 -0.46762 0.20718

No. 5
62
Properties=species:S:1:pos:R:3 method="wB97M-V/def2-TZVPD" total_charge=-2 e_tot_ha=-2839.14962 largest_force_ha_per_bohr=0.0143 lumo_ev=4.553 spin_multiplicity=1 mol_weight_g_mol=569.3
Li -1.74029 -0.44897 0.29076
O -3.54254 -2.64622 -2.22000
Cl -2.58892 -2.35983 -1.17830
O -1.83977 -3.54531 -0.83663
O -1.66453 -1.30979 -1.61759
O -3.26353 -1.83911 0.00762
Cl 2.55065 -5.14668 2.70009
C 1.37575 -3.81979 2.70067
C 1.79161 -2.51506 2.93071
C 0.87958 -1.47412 2.92402
C -0.52405 -1.66654 2.67935
C -1.44110 -0.60357 2.61256
C -0.89224 -3.04122 2.46396
C 0.02602 -4.07195 2.46495
H 2.84066 -2.31467 3.12091
H 1.23388 -0.46162 3.10171
H -1.12892 0.39911 2.89905
H -2.50982 -0.81116 2.63077
H -1.93318 -3.26027 2.24551
H -0.29901 -5.08778 2.26865
O -4.71851 1.59895 -1.16696
C -4.44731 2.90559 -1.08979
C -5.39138 3.81181 -1.58672
C -5.16498 5.17488 -1.50265
C -3.99335 5.66428 -0.92698
C -3.05189 4.76070 -0.45138
C -3.25324 3.38769 -0.52444
C -2.17607 2.44426 -0.01841
O -1.09647 2.92719 0.34510
O -2.47053 1.19631 -0.07210
H -3.93041 1.14465 -0.74533
H -6.29825 3.41513 -2.03068
H -5.90874 5.86282 -1.89186
H -3.81836 6.73251 -0.85688
H -2.11990 5.09528 -0.01101
C 0.58449 0.98238 -1.60783
P 0.98502 -0.32755 -0.36057
C 2.38430 0.50868 0.48548
C 2.21973 1.83198 0.90183
C 3.20961 2.46835 1.64193
C 4.37235 1.79100 1.98901
C 4.53377 0.46642 1.59798
C 3.54457 -0.16970 0.86008
C 1.88972 -1.50092 -1.46897
C 2.98613 -1.12243 -2.24842
C 3.59224 -2.02487 -3.11081
C 3.10619 -3.32668 -3.20956
C 2.02352 -3.71436 -2.43551
C 1.42143 -2.80820 -1.56587
H 0.08458 1.81353 -1.10687
H -0.11081 0.54346 -2.32546
H 1.47637 1.34135 -2.12359
H 1.29598 2.35858 0.66867
H 3.06386 3.49468 1.96044
H 5.14105 2.28596 2.57137
H 5.42755 -0.07801 1.88190
H 3.67154 -1.20814 0.57537
H 3.37643 -0.11320 -2.17134
H 4.44577 -1.71526 -3.70496
H 3.57403 -4.03156 -3.88836
H 1.63564 -4.72430 -2.50265
H 0.57407 -3.11873 -0.96199

No. 6
61
Properties=species:S:1:pos:R:3 method="wB97M-V/def2-TZVPD" total_charge=+1 e_tot_ha=-2335.13268 largest_force_ha_per_bohr=0.1133 relative_energy_kcal_mol=148.98 lumo_ev="-4.283 / -4.184" spin_multiplicity=3 mol_weight_g_mol=703.4
W 12.10117 9.52205 6.98635
C 13.61079 15.39784 7.18708
C 13.49678 13.95138 6.63714
C 15.62956 14.19802 5.25338
C 13.61716 12.86089 7.69507
C 12.35948 12.90055 8.57498
O 11.23700 13.15786 7.67894
C 9.93117 13.41102 7.92441
N 13.41082 10.95323 6.14483
C 9.03705 13.08556 6.74755
C 8.32373 14.12901 6.24390
C 7.41295 13.91502 5.27885
C 7.45800 12.68823 4.63782
C 8.26029 11.64769 5.05268
C 9.07507 11.80548 6.17030
P 10.05187 10.58856 7.23110
C 9.09433 9.07840 6.76556
C 9.09366 8.84037 5.36419
C 8.32760 7.83695 4.82038
C 7.46932 7.09641 5.60924
C 7.47715 7.34152 6.98228
C 8.28973 8.28852 7.60445
C 9.72389 10.55889 9.03250
C 10.61596 9.85317 9.88312
C 10.29400 9.63505 11.23030
C 9.09397 10.03490 11.79324
C 8.23086 10.73008 10.98525
C 8.54300 11.06658 9.65361
H 13.68911 16.14900 6.40358
H 14.50576 15.49722 7.84025
H 12.70487 15.62757 7.78778
H 12.50743 13.93069 6.16894
H 16.27812 14.14824 6.13734
H 15.53401 15.22437 4.89976
H 16.01710 13.58505 4.43692
H 14.43995 13.07182 8.43330
H 12.39008 13.73760 9.27494
H 12.20271 11.92939 9.09730
H 8.47652 15.11853 6.69627
H 6.60516 14.60408 5.02734
H 6.78155 12.52215 3.78706
H 8.20665 10.67300 4.52675
H 9.79837 9.45051 4.75384
H 8.44787 7.68743 3.76094
H 6.90698 6.24826 5.23524
H 6.75815 6.84002 7.60844
H 8.31354 8.44122 8.69396
H 11.61031 9.53116 9.47294
H 11.06163 8.98000 11.70374
H 8.87616 9.92577 12.86497
H 7.17848 11.00374 11.30564
H 7.91618 11.79463 9.14690
O 14.34142 13.65217 5.49687
C 14.20102 11.47498 7.19173
O 15.37975 11.28781 7.32584
C 13.71428 11.43303 4.93508
O 14.09350 11.44241 3.83549
O 9.43473 14.01817 8.87183
S 11.99733 7.57607 5.58026
C 12.50133 7.49083 7.14550
N 12.86842 8.34095 8.05860